(A)
# C2H8NO2

2 unconnected molecules or ions with the total composition C2H8NO2 (the ωB97M-V functional and the def2-TZVPD basis, the Open Molecules 2025 dataset).

Total charge: +2
2S+1: 2
HOMO level (alpha / beta) in eV: -20.3681 / -20.1438

CARTESIAN COORDINATES (ANGSTROEM)
O -1.35159 -0.51287 1.30254
C -1.12898 0.65205 1.24874
C -0.47643 1.37698 0.10383
N 0.30615 0.35129 -0.73401
H -1.46812 1.40261 2.08586
H -0.94376 2.04616 -0.53940
H 0.35682 2.06973 0.30344
H 1.20091 0.62081 -0.80665
H 0.01837 -0.64047 -0.49937
H 0.00628 0.32844 -1.69861
H 1.96210 -2.34111 -0.16302
H 0.56224 -3.13282 -0.30580
O 0.95602 -2.22081 -0.29756

(B)
# C2H8NO2

2 unconnected molecules or ions with the total composition C2H8NO2 (the ωB97M-V functional and the def2-TZVPD basis, the Open Molecules 2025 dataset).

Total charge: +2
2S+1: 2
HOMO level (alpha / beta) in eV: -20.2864 / -20.2850

CARTESIAN COORDINATES (ANGSTROEM)
O -1.79527 -0.82259 0.71096
C -0.80469 -0.91341 1.35291
C 0.31868 0.17179 1.34448
N 0.39492 0.91996 0.03083
H -0.62369 -1.82679 1.98326
H 0.10200 0.85976 2.16046
H 1.26656 -0.35326 1.48280
H 0.70764 1.89129 0.13989
H 1.01436 0.43451 -0.67301
H -0.50578 0.97372 -0.45789
H 0.88667 0.74749 -3.18255
H 1.62162 -0.55780 -2.70688
O 1.10861 0.20352 -2.41468

(C)
# C2H8NO2

2 unconnected molecules or ions with the total composition C2H8NO2 (the ωB97M-V functional and the def2-TZVPD basis, the Open Molecules 2025 dataset).

Total charge: +2
2S+1: 2
HOMO level (alpha / beta) in eV: -22.0289 / -21.9703

CARTESIAN COORDINATES (ANGSTROEM)
C -1.73751 0.53100 -0.39744
N -0.67390 -0.16179 -1.07789
H -2.71566 0.00857 -0.51649
H -1.98057 1.51753 -0.78167
H -1.52060 0.64287 0.65291
H 0.36818 0.14903 -0.71937
H -0.63272 -1.10719 -0.82562
H -0.75359 -0.12740 -2.07913
O 1.53819 -0.21750 -0.07245
C 2.12758 -0.68703 0.99387
O 1.70712 -0.02391 2.08730
H 2.96946 -1.40939 0.92644
H 1.30401 0.88521 1.80955

Which structure is most stable, and how do the rest compare? From most to least stable: (B), (A), (C).

(A)
# C7H10N2O2

A single C7H10N2O2 molecule (the ωB97M-V functional and the def2-TZVPD basis, the Open Molecules 2025 dataset).

HOMO level in eV: -9.5268
SMILES string: C[C@@H](Cn1cccn1)C(=O)O

CARTESIAN COORDINATES (ANGSTROEM)
C 1.12041 0.37297 1.05444
C -0.24913 1.13464 1.05501
C -0.98923 0.95860 -0.25876
N -0.18390 -0.03764 -0.97790
C 0.48659 -0.00418 -2.17521
C 0.68022 -1.28315 -2.41627
C 0.19916 -2.03764 -1.29046
N -0.35795 -1.28486 -0.42004
C -0.96691 0.72895 2.31683
O -1.32652 1.62045 3.20916
O -1.13390 -0.75140 2.35718
H 1.84919 0.58480 0.03187
H 1.07224 -0.70107 1.03520
H 1.93358 0.81537 1.87847
H -0.08473 2.37911 1.08874
H -0.88414 2.01575 -0.58046
H -2.03609 0.85667 -0.36457
H 0.54320 1.02071 -2.62184
H 0.66153 -2.05324 -3.47540
H 0.21021 -3.15548 -1.11369
H -0.54384 -1.17936 1.66770

(B)
# C7H10N2O2

A single C7H10N2O2 molecule (the ωB97M-V functional and the def2-TZVPD basis, the Open Molecules 2025 dataset).

HOMO level in eV: -8.6024
SMILES string: CCOc1ccnn(C)c1=O

CARTESIAN COORDINATES (ANGSTROEM)
C -3.86947 -0.14949 0.33823
C -2.35972 -0.50208 0.45901
O -1.70001 0.16083 -0.65585
C -0.45958 0.38334 -0.37334
C 0.00802 1.67960 -0.23210
C 1.28946 1.94992 0.13896
N 2.16173 1.00967 0.31495
N 1.83904 -0.24837 0.07280
C 2.89104 -1.19776 0.19329
C 0.57399 -0.65767 -0.18653
O 0.41124 -1.87744 -0.33118
H -4.43118 -0.58942 1.20889
H -4.28914 -0.46228 -0.65187
H -3.97488 0.97304 0.29439
H -2.25095 -1.57019 0.45952
H -1.83817 -0.04042 1.27055
H -0.58463 2.50586 -0.54182
H 1.66786 2.90177 0.32992
H 3.10816 -1.86087 -0.69014
H 3.77373 -0.56514 0.39544
H 2.68149 -1.92378 1.08188

(C)
# C7H10N2O2

3 unconnected molecules or ions with the total composition C7H10N2O2 (the ωB97M-V functional and the def2-TZVPD basis, the Open Molecules 2025 dataset).

HOMO level in eV: -7.9916
SMILES string: C=Cc1ccc[nH]1.O=C=O.N

CARTESIAN COORDINATES (ANGSTROEM)
C 0.01697 -1.18762 0.93447
C -1.14659 -0.64834 0.76811
C -1.44539 0.48870 -0.05537
C -0.53773 1.00252 -0.93236
C -1.04417 2.26999 -1.38660
C -2.25708 2.44901 -0.70964
N -2.46563 1.40412 0.11425
H 0.00484 -1.99380 1.65514
H 0.75890 -0.82357 0.20224
H -1.95264 -1.01239 1.50129
H 0.43373 0.62112 -1.37406
H -0.63857 3.04564 -2.05614
H -2.79202 3.43680 -0.69100
H -3.37650 1.21405 0.71744
O -0.69397 -2.20476 -1.85564
C -1.70546 -2.04012 -1.37145
O -2.76822 -2.00872 -0.97157
N 5.37064 -1.18994 1.14082
H 6.26367 -0.62238 1.08406
H 5.43925 -1.68664 2.09179
H 4.53598 -0.51368 1.19423

(D)
# C7H10N2O2

A single C7H10N2O2 molecule (the ωB97M-V functional and the def2-TZVPD basis, the Open Molecules 2025 dataset).

HOMO level in eV: -10.6409
SMILES string: CC1(C)OC(=O)N[C@]1(C)C#N

CARTESIAN COORDINATES (ANGSTROEM)
C 1.32828 -0.25467 -1.55232
C 0.52178 -0.44973 -0.20479
C 0.94574 0.38251 0.87103
O 0.60571 -1.85571 0.05915
C -0.41899 -2.45507 -0.57331
O -0.50796 -3.64513 -0.72213
N -1.29426 -1.47202 -0.91393
C -0.92907 -0.15862 -0.52842
C -1.79551 0.17435 0.75278
C -1.15871 0.92477 -1.45657
N -1.43020 1.79315 -2.18375
H 1.94996 -1.09511 -1.85484
H 2.00381 0.60309 -1.34006
H 0.63617 0.06771 -2.42751
H 2.03239 0.55400 0.91569
H 0.60653 0.10045 1.90820
H 0.59188 1.37027 0.74357
H -2.27979 -1.69744 -0.77948
H -2.75136 0.43044 0.49594
H -1.38124 1.07625 1.23363
H -1.73991 -0.53089 1.49010

Which structure is most stable, and how do the rest compare? From most to least stable: (D), (C), (B), (A).

(A)
# C4H13N2S

A gas-phase ion, C4H13N2S (charge +1) (the ωB97M-V functional and the def2-TZVPD basis, the Open Molecules 2025 dataset).

Total charge: +1
HOMO level in eV: -12.8206
SMILES string: CNC[C@H]([NH3+])CS

CARTESIAN COORDINATES (ANGSTROEM)
C -2.23850 -0.53404 -1.32102
N -1.49061 0.70075 -0.98928
C -0.86068 0.56116 0.33517
C 0.40409 -0.26630 0.34061
N 1.03229 -0.15229 1.76122
C 1.48767 0.22951 -0.59513
S 2.90019 -0.93386 -0.61913
H -1.43413 -1.09616 -1.78520
H -2.60649 -1.08394 -0.42615
H -3.02593 -0.38173 -2.05206
H -1.93615 1.60484 -1.00373
H -0.82913 1.60255 0.71510
H -1.57643 0.15980 1.07392
H 0.05742 -1.29413 0.21511
H 1.86942 -0.74570 1.72534
H 1.31398 0.81208 1.93013
H 0.36182 -0.50612 2.44119
H 1.75752 1.25037 -0.35340
H 1.13270 0.27358 -1.63965
H 3.68092 -0.20037 0.24696

(B)
# C4H13N2S

A gas-phase ion, C4H13N2S (charge +1) (the ωB97M-V functional and the def2-TZVPD basis, the Open Molecules 2025 dataset).

Total charge: +1
HOMO level in eV: -13.1390
SMILES string: CNC[C@@H]([NH3+])CS

CARTESIAN COORDINATES (ANGSTROEM)
C -2.26574 -1.85718 0.17514
N -1.66239 -0.52104 0.02685
C -0.25784 -0.50921 0.51623
C 0.52012 0.59262 -0.18552
N 0.48842 1.87632 0.58119
C 1.99942 0.26924 -0.47554
S 2.60040 0.98540 -2.01885
H -1.56951 -2.59196 -0.20861
H -3.18949 -1.83592 -0.38642
H -2.46521 -2.11935 1.21144
H -2.16949 0.03349 0.71520
H 0.17404 -1.45951 0.29132
H -0.24880 -0.37443 1.61080
H 0.00580 0.72715 -1.13441
H 1.05554 2.57856 0.09408
H 0.81225 1.73579 1.53755
H -0.43254 2.32048 0.67183
H 2.67253 0.67371 0.28819
H 2.11658 -0.81300 -0.45648
H 1.81591 0.28886 -2.85401

Which structure is most stable, and how do the rest compare? From most to least stable: (B), (A).

(A)
# C2H6NO2

2 unconnected molecules or ions with the total composition C2H6NO2 (the ωB97M-V functional and the def2-TZVPD basis, the Open Molecules 2025 dataset).

Total charge: -1
HOMO level in eV: -3.6274

CARTESIAN COORDINATES (ANGSTROEM)
C -0.28292 -2.06083 0.86940
O -0.17683 -1.27650 -0.32991
H -0.80484 -3.03178 0.59549
H 0.66432 -2.15881 1.25367
H -1.05801 -1.81327 1.65448
C 0.11733 2.08087 -0.51286
N 1.14124 1.79846 -1.29673
O -0.75981 1.17903 -0.11488
H -0.22088 3.01521 -0.13372
H -0.17581 -0.29545 -0.24149
H 1.55620 2.56307 -1.74346

(B)
# C2H6NO2

2 unconnected molecules or ions with the total composition C2H6NO2 (the ωB97M-V functional and the def2-TZVPD basis, the Open Molecules 2025 dataset).

Total charge: -1
HOMO level in eV: -3.5856

CARTESIAN COORDINATES (ANGSTROEM)
C -1.24993 -0.06701 -2.36084
O -0.66052 0.98411 -1.64849
H -2.32299 -0.02887 -2.16597
H -0.90063 -1.03164 -1.97602
H -1.02502 -0.00725 -3.43449
C 0.37122 -0.21273 1.64381
N 0.84913 0.05947 0.43135
O 0.92625 -0.75395 2.62220
H -0.69166 0.07942 1.77609
H 0.07317 0.66247 -1.04445
H 1.51026 -0.68805 0.20643

Which structure is most stable, and how do the rest compare? From most to least stable: (B), (A).